Entry 1:
Below is a cluster of 2 separate species, C6H10N2O2S in total in a non-equilibrium geometry, with properties calculated with wB97M-V/def2-TZVPD.

Cartesian coordinates (Å):
S  0.0146  1.3157  2.7650
O  1.8522  -2.3566  0.1034
O  4.0382  -2.0257  0.6659
N  0.3620  0.7080  -0.6899
N  -3.0254  -0.5778  0.2469
C  2.9416  -2.1762  0.4000
C  0.4814  0.5931  -1.9718
C  -1.6279  -0.5470  -0.2370
C  1.2200  0.9630  1.7921
C  1.4196  0.6054  0.0963
C  -0.9588  0.8629  -0.1810
H  -1.1430  -1.2489  0.3915
H  -0.9468  1.2797  0.7717
H  2.2030  0.9567  2.1504
H  -1.7674  -0.7035  -1.2235
H  -3.1232  -0.5965  1.2193
H  -1.5581  1.4817  -0.9350
H  1.4380  0.1969  -2.4084
H  2.3332  0.6433  -0.2949
H  -0.4813  0.5149  -2.5915
H  -3.6721  0.1110  -0.0695

Cartesian forces, eV/Å:
S -1.53 0.26 1.21
O -1.84 -0.27 -0.44
O 2.25 0.48 0.65
N -0.24 0.57 3.21
N 0.35 -0.52 -0.71
C -0.45 -0.32 -0.20
C 0.19 -1.25 -7.10
C -2.29 2.84 3.22
C 2.18 -1.41 -6.03
C -4.72 1.84 7.93
C -2.11 -1.03 -2.23
H 1.02 -0.87 -0.13
H -0.22 0.69 1.24
H 1.45 -0.11 0.55
H 0.53 -1.62 -3.25
H 0.20 -0.09 1.67
H 0.90 -0.39 1.16
H -1.17 0.54 0.50
H 3.69 -0.13 -1.49
H 1.84 0.19 0.97
H -0.02 0.62 -0.71

Results
* E_LUMO (alpha / beta): 0.4 / -1.4 eV
* ⟨S²⟩: 2.015
* DFT total energy: -24289.13231 eV
* spin multiplicity: 3
* net charge: 0
* energy relative to the best compared isomer or geometry (same formula, charge and spin): 49.12 kcal/mol
* gap between HOMO and LUMO (alpha / beta): 6.078 / 6.789 eV



Entry 2:
Below is a structure of composition C5H7AsF3N3ReS5, with properties calculated with wB97M-V/def2-TZVPD.

Cartesian coordinates (Å):
Re  -1.9870  0.1130  -0.4918
As  -2.4400  2.2312  2.0269
S  -4.1642  3.1902  2.5875
S  -2.1704  2.2536  -0.3722
S  -0.5475  2.3794  2.8407
S  -2.8351  -0.0938  1.5132
S  1.9239  -1.7045  0.9185
F  -4.7487  -0.3643  -1.5439
F  -3.2270  -0.4421  -3.0735
F  -3.3186  -2.0114  -1.5511
N  0.9226  0.2592  -0.3594
N  -0.0781  -0.6725  -0.2380
N  -0.5519  -2.7894  0.6523
C  3.2384  0.7449  0.2590
C  3.9088  0.8540  -1.1108
C  0.2749  -1.7648  0.4206
C  2.0070  -0.0959  0.2142
C  -3.4609  -0.6472  -1.7578
H  -1.5389  -2.6687  0.4737
H  3.2197  1.2847  -1.8355
H  4.2221  -0.1255  -1.4741
H  3.9298  0.3327  0.9952
H  2.9360  1.7288  0.6199
H  4.7888  1.4918  -1.0489
H  -0.3037  -3.4836  1.3353

Cartesian forces, eV/Å:
Re -0.13 0.02 -0.04
As -0.13 -0.08 -0.12
S 0.27 -0.11 0.00
S 0.03 0.09 0.07
S -0.13 -0.03 -0.03
S -0.08 0.06 0.10
S -0.21 0.12 -0.03
F 0.06 -0.02 -0.03
F 0.04 -0.05 0.02
F 0.09 -0.03 0.02
N 0.11 0.18 -0.05
N -0.07 -0.07 0.01
N 0.01 -0.04 -0.01
C 0.10 0.02 0.02
C -0.02 -0.02 0.00
C 0.20 0.04 0.08
C -0.09 -0.21 -0.07
C -0.01 0.12 0.06
H -0.02 0.00 0.01
H 0.00 0.00 0.00
H 0.00 0.00 0.00
H 0.00 0.00 0.00
H -0.01 0.00 -0.01
H 0.00 0.00 0.00
H 0.00 0.00 0.01

Results
* E_LUMO (alpha / beta): -1.4 / -1.5 eV
* ⟨S²⟩: 0.758
* DFT total energy: -135066.08237 eV
* spin multiplicity: 2
* net charge: 0
* energy relative to the best compared isomer or geometry (same formula, charge and spin): 0.00 kcal/mol
* gap between HOMO and LUMO (alpha / beta): 6.487 / 6.322 eV